(1)
2 unconnected molecules or ions with the total composition C10H19NO3. Source: the OMol25 dataset; level of theory: ωB97M-V/def2-TZVPD.

Geometry as XYZ:
```
33
Properties=species:S:1:pos:R:3:nbo_charge:R:1
C 0.1643 0.6027 -1.4858 -0.483
C 0.8753 1.3428 -2.4264 -0.103
C 1.3171 2.7454 -2.0502 -0.404
C 2.5940 2.6949 -1.1079 -0.427
C 2.1630 3.8327 -0.1499 0.263
O 2.9989 4.2379 0.8740 -0.692
N 0.8031 3.4604 0.2234 -0.689
C 0.1984 3.3205 -1.0849 0.729
O -0.8924 3.5998 -1.3505 -0.500
H -0.8991 0.4224 -1.6332 0.225
H 0.7330 0.1838 -0.6534 0.212
H 1.0780 0.9155 -3.4117 0.204
H 1.6247 3.3842 -2.8778 0.245
H 2.8014 1.7067 -0.7034 0.219
H 3.4181 3.1422 -1.6781 0.203
H 1.9736 4.6645 -0.8536 0.132
H 3.6559 4.8457 0.5212 0.481
H 0.7289 2.5661 0.7067 0.383
C -2.7779 -3.9540 -0.0295 -0.644
C -1.4052 -3.3037 0.0102 -0.064
O -1.3679 -2.0930 0.7439 -0.538
C -1.7117 -2.1792 2.1152 -0.063
C -0.8084 -3.0969 2.9213 -0.644
H -3.5217 -3.2532 -0.4123 0.214
H -2.7601 -4.8358 -0.6713 0.216
H -3.1047 -4.2712 0.9623 0.202
H -1.1041 -3.0477 -1.0067 0.188
H -0.6538 -4.0043 0.3915 0.158
H -2.7619 -2.4713 2.2250 0.160
H -1.6295 -1.1649 2.5078 0.188
H -0.8884 -4.1350 2.5945 0.202
H -1.0767 -3.0592 3.9778 0.217
H 0.2358 -2.7987 2.8121 0.211
```

Values from the calculation:
HOMO energy = -7.710 eV
Gap between HOMO and LUMO = 7.50 eV
E_LUMO = -0.21 eV
Energy relative to the best compared isomer or geometry (same formula, charge and spin) = 503.1 kJ/mol
Calculated total energy = -18305.677 eV

=====

(2)
A molecular structure, C10H19O6Rb3. Source: the OMol25 dataset; level of theory: ωB97M-V/def2-TZVPD.

Geometry as XYZ:
```
38
Properties=species:S:1:pos:R:3:nbo_charge:R:1
Rb 4.2179 -19.0329 -6.4346 0.999
Rb 0.0815 -11.7341 -5.8513 0.999
Rb 7.5380 -12.5977 -8.4796 0.999
O 0.9479 -14.7014 -11.4709 -0.705
C 1.9259 -14.2477 -10.7112 0.918
O 2.0424 -13.0459 -10.6387 -0.806
O 2.8171 -14.9649 -10.2424 -0.880
H 1.1869 -15.6163 -11.6367 0.476
C -0.6103 -5.4629 -8.0773 -0.743
C -0.5009 -5.2023 -9.5475 0.589
O -0.2253 -4.1380 -10.0700 -0.529
C -0.7890 -6.3987 -10.4682 -0.715
H -1.2525 -4.6829 -7.6686 0.259
H 0.3069 -5.2275 -7.5374 0.245
H -1.0466 -6.4191 -7.7882 0.207
H 0.1680 -6.9155 -10.3953 0.224
H -0.8675 -6.0122 -11.4843 0.248
H -1.6317 -7.0061 -10.1381 0.216
C -2.6454 -21.8779 -10.4619 -0.732
C -2.0771 -20.7580 -11.3200 0.598
O -0.9217 -20.3503 -11.2445 -0.556
C -3.0123 -20.2019 -12.3654 -0.735
H -2.7195 -21.6037 -9.4095 0.237
H -2.0153 -22.7627 -10.5531 0.244
H -3.5736 -22.3031 -10.8436 0.229
H -2.5425 -19.4987 -13.0530 0.238
H -3.7678 -19.5696 -11.8989 0.238
H -3.5987 -20.8959 -12.9676 0.239
C 6.0227 -16.9946 -15.3426 -0.715
C 4.7909 -16.7788 -16.2353 0.585
O 4.9401 -16.2484 -17.3299 -0.534
C 3.3758 -17.2942 -15.8856 -0.716
H 6.9315 -16.9927 -15.9443 0.243
H 5.9666 -17.9601 -14.8397 0.214
H 6.0542 -16.2799 -14.5203 0.226
H 2.7298 -16.4571 -15.6206 0.243
H 3.4403 -17.8328 -14.9401 0.203
H 2.9126 -17.8632 -16.6916 0.250
```

Values from the calculation:
HOMO energy = -10.178 eV
Gap between HOMO and LUMO = 3.99 eV
Total charge = +2
E_LUMO = -6.19 eV
Calculated total energy = -24914.208 eV

=====

(3)
5 unconnected molecules or ions with the total composition C10H20Br10. Source: the OMol25 dataset; level of theory: ωB97M-V/def2-TZVPD.

Geometry as XYZ:
```
40
Properties=species:S:1:pos:R:3:nbo_charge:R:1
Br 1.6108 -5.3642 5.5869 -0.052
C 1.7689 -6.7781 6.9966 -0.416
C 1.2606 -8.1393 6.5032 -0.439
Br 1.3965 -9.2419 8.1284 -0.005
H 1.2078 -6.4172 7.8586 0.226
H 2.8225 -6.7724 7.2757 0.226
H 1.9105 -8.5068 5.7090 0.230
H 0.2268 -8.0538 6.1685 0.230
Br 1.2740 9.9406 -5.7308 -0.024
C 2.4557 8.6779 -4.7844 -0.434
C 3.4653 9.4725 -3.9970 -0.434
Br 4.8641 8.2191 -3.3856 -0.020
H 2.8905 7.9882 -5.5079 0.233
H 1.8407 8.1469 -4.0578 0.223
H 3.0093 9.9714 -3.1418 0.229
H 3.8998 10.2008 -4.6818 0.226
Br -7.1404 6.5761 -0.1769 -0.021
C -8.1825 5.4459 -1.4115 -0.429
C -7.8172 4.1015 -0.9087 -0.452
Br -8.6933 2.6821 -1.9372 -0.032
H -7.9013 5.7239 -2.4272 0.227
H -9.2292 5.7503 -1.4201 0.234
H -8.3576 4.0031 0.0328 0.229
H -6.7543 3.8874 -0.7968 0.243
Br 4.7837 -7.6963 1.0818 -0.034
C 3.7103 -6.5641 -0.1629 -0.411
C 2.3161 -7.2568 -0.4213 -0.472
Br 1.2677 -6.2911 -1.7002 0.014
H 4.3547 -6.5525 -1.0419 0.225
H 3.5639 -5.5641 0.2456 0.223
H 1.8088 -7.4052 0.5320 0.229
H 2.4620 -8.2298 -0.8905 0.226
Br -0.0642 2.0196 -2.5463 -0.022
C 0.5440 0.3135 -1.7064 -0.430
C 0.6140 0.4278 -0.2145 -0.446
Br -0.9607 1.2283 0.7145 -0.008
H 1.5303 0.0465 -2.0860 0.232
H -0.1464 -0.4724 -2.0127 0.223
H 1.4867 1.0082 0.0853 0.221
H 0.9011 -0.5254 0.2292 0.231
```

Values from the calculation:
HOMO energy = -10.073 eV
Gap between HOMO and LUMO = 10.22 eV
E_LUMO = 0.15 eV
Energy relative to the best compared isomer or geometry (same formula, charge and spin) = 136.1 kJ/mol
Calculated total energy = -711118.895 eV

=====

(4)
2 unconnected molecules or ions with the total composition C10H20BrF2O2P. Source: the OMol25 dataset; level of theory: ωB97M-V/def2-TZVPD.

Geometry as XYZ:
```
36
Properties=species:S:1:pos:R:3:nbo_charge:R:1
C -2.9906 -0.0212 -2.6421 -0.611
C -2.4565 1.2310 -1.9099 -0.444
C -0.9891 1.1537 -1.5094 -0.064
O -0.8645 1.2183 -0.0609 -0.785
P 0.3173 0.3920 0.5953 1.951
C 0.0339 -1.3652 0.3768 -0.819
C -1.4742 -1.7277 0.4184 -0.618
C 1.8833 0.9777 -0.1053 -0.790
C 2.6946 -0.0234 -0.9586 -0.435
C 3.7538 -0.7310 -0.1394 0.056
F 3.1469 -1.6839 0.6809 -0.370
C 0.3609 0.7428 2.3435 -0.927
C -0.8924 0.3141 3.0512 0.906
O -1.8834 0.9613 3.1705 -0.536
F -0.8613 -0.9747 3.3870 -0.331
H -3.9673 -0.2875 -2.2404 0.225
H -3.1354 0.1718 -3.7039 0.217
H -2.3300 -0.8796 -2.5180 0.199
H -3.0622 1.4084 -1.0217 0.241
H -2.6101 2.0993 -2.5515 0.221
H -0.3929 1.9518 -1.9525 0.195
H -0.5647 0.2085 -1.8670 0.172
H 0.4543 -1.7365 -0.5564 0.252
H 0.5400 -1.8876 1.1904 0.300
H -1.6819 -2.5325 -0.2849 0.225
H -1.7650 -2.0598 1.4114 0.253
H -2.1165 -0.8906 0.1458 0.217
H 2.4880 1.2528 0.7635 0.270
H 1.6865 1.9093 -0.6370 0.267
H 2.0653 -0.7593 -1.4542 0.217
H 3.2319 0.5543 -1.7144 0.234
H 4.4958 -1.2167 -0.7764 0.180
H 4.2885 -0.0296 0.5065 0.172
H 0.4991 1.8172 2.4604 0.301
H 1.2285 0.2163 2.7547 0.342
Br 0.8692 0.2261 5.3478 -0.881
```

Values from the calculation:
HOMO energy = -6.760 eV
Gap between HOMO and LUMO = 6.56 eV
E_LUMO = -0.20 eV
Calculated total energy = -99555.451 eV

=====

(5)
4 unconnected molecules or ions with the total composition C10H20Cl6O2. Source: the OMol25 dataset; level of theory: ωB97M-V/def2-TZVPD.

Geometry as XYZ:
```
38
Properties=species:S:1:pos:R:3:nbo_charge:R:1
C 7.7542 7.6577 7.6230 -0.646
C 7.2443 7.1823 8.9635 -0.079
O 7.8199 5.9431 9.4388 -0.501
C 9.0800 5.9659 9.8440 0.808
C 9.4900 4.5495 10.1225 -0.731
O 9.7927 6.9509 9.8735 -0.633
H 8.7817 8.1057 7.5802 0.226
H 7.0656 8.4867 7.3450 0.228
H 7.6879 6.8836 6.8718 0.215
H 7.4713 7.9513 9.7033 0.186
H 6.1382 7.0185 8.9186 0.201
H 9.1074 3.8191 9.4233 0.241
H 9.2518 4.2456 11.1612 0.248
H 10.5889 4.4143 10.1478 0.238
Cl 16.8515 8.2987 6.0834 -0.093
C 15.8619 9.7181 5.5446 -0.368
C 14.4061 9.4776 5.9233 -0.383
Cl 13.6901 11.1462 6.0288 -0.082
H 16.0204 9.7509 4.4746 0.228
H 16.2621 10.5507 6.1569 0.236
H 14.3802 9.1540 6.9711 0.215
H 13.8453 8.7972 5.2897 0.242
Cl 13.4729 6.5306 9.5711 -0.029
C 13.3008 6.3074 7.8299 -0.423
C 12.2916 7.1997 7.2841 -0.340
Cl 12.1670 6.7680 5.4674 -0.114
H 12.9557 5.2767 7.5880 0.223
H 14.2506 6.3974 7.3460 0.227
H 12.5654 8.2733 7.2838 0.219
H 11.3449 7.0312 7.8337 0.242
Cl 11.8366 9.5141 11.3266 -0.032
C 11.0107 9.8458 9.8330 -0.409
C 9.5119 10.1104 9.9695 -0.387
Cl 8.8439 10.8981 8.5135 -0.063
H 11.1828 8.9489 9.2757 0.221
H 11.4524 10.7031 9.3547 0.220
H 9.4242 10.8881 10.7865 0.219
H 8.9451 9.2242 10.2736 0.231
```

Values from the calculation:
HOMO energy = -10.574 eV
Gap between HOMO and LUMO = 11.19 eV
E_LUMO = 0.61 eV
Energy relative to the best compared isomer or geometry (same formula, charge and spin) = 0.0 kJ/mol
Calculated total energy = -89924.402 eV

=====

(6)
A molecular structure, C10H20ClCrSm. Source: the OMol25 dataset; level of theory: ωB97M-V/def2-TZVPD.

Geometry as XYZ:
```
33
Properties=species:S:1:pos:R:3:mulliken_charge:R:1
Cr -0.5358 -0.0572 -0.0684 0.656
Cl 1.3884 -1.1387 0.7923 -0.479
C -0.5481 0.0683 -2.1617 -1.141
H -1.3741 0.8095 -2.3029 0.248
H -0.8026 -0.8859 -2.6558 0.347
H 0.3721 0.4597 -2.6362 0.228
Sm 0.2066 -3.4644 0.2658 0.827
C 1.5728 -4.4553 -1.3680 -1.177
C 0.8906 -4.2112 2.3749 -1.168
C -2.1011 -4.0797 -0.0688 -0.952
H 0.3733 -3.7205 3.2213 0.231
H 0.5453 -5.2642 2.3131 0.288
H 1.9841 -4.1936 2.5207 0.242
H 1.3285 -4.1758 -2.4080 0.238
H 2.6585 -4.3966 -1.1815 0.229
H 1.2476 -5.5045 -1.1976 0.265
H -2.6262 -4.4189 -1.0071 0.212
H -2.9265 -4.2741 0.6720 0.213
C 0.9904 5.0812 -0.5027 -1.552
C -0.1548 4.6040 0.4060 1.937
C 0.1839 4.9603 1.8655 -1.527
C -1.4825 5.2778 0.0045 -1.563
C -0.2644 3.1441 0.2847 -0.968
C -0.3553 1.9235 0.1449 0.062
H 1.1177 6.1748 -0.4849 0.354
H 0.8188 4.7832 -1.5404 0.375
H 1.9305 4.6276 -0.1703 0.381
H 0.2589 6.0498 2.0256 0.341
H -0.5782 4.5752 2.5545 0.371
H 1.1477 4.5131 2.1396 0.376
H -1.7378 5.0276 -1.0296 0.372
H -2.2937 4.9377 0.6585 0.381
H -1.4424 6.3745 0.0772 0.349
```

Values from the calculation:
HOMO energy (spin up / spin down) = -4.815 / -3.622 eV
Gap between HOMO and LUMO (spin up / spin down) = 7.43 / 6.16 eV
Total charge = -1
⟨S²⟩ = 20.31
E_LUMO (spin up / spin down) = 2.61 / 2.54 eV
Spin multiplicity = 9
Calculated total energy = -69535.775 eV

=====

(7)
A molecular structure, C10H20ClEuIN2OPSe. Source: the OMol25 dataset; level of theory: ωB97M-V/def2-TZVPD.

Geometry as XYZ:
```
38
Properties=species:S:1:pos:R:3:nbo_charge:R:1
C 0.1460 2.9579 -0.9291 -0.975
I -1.6618 1.1545 -2.0971 -0.029
H 0.6652 3.8255 -0.4970 0.260
H -0.1385 2.3183 -0.0888 0.271
H -0.7113 3.3510 -1.4916 0.284
Eu 1.3812 -1.5726 0.7927 1.416
P 1.3934 2.1555 -1.9737 1.568
C 1.1081 2.4638 -3.7218 -0.973
C 2.9335 3.0341 -1.6242 -0.967
H 2.3792 0.3467 -0.7346 0.279
H 2.3012 -0.0087 -2.4893 0.291
H 0.8054 -0.1699 -1.5374 0.246
C 1.7399 0.4139 -1.6411 -1.029
H 3.4226 2.5916 -0.7484 0.280
H 3.5976 2.9748 -2.4952 0.271
H 2.0825 2.4538 -4.2354 0.278
H 0.6511 3.4526 -3.8594 0.289
H 2.7051 4.0889 -1.4219 0.278
H 0.4528 1.6986 -4.1511 0.273
C -4.0777 2.0621 -0.9341 0.526
O -5.0682 2.3886 -0.4918 -0.416
Cl 2.9382 0.2436 1.7321 -0.671
C -2.8909 -2.9343 0.3715 -0.416
N -1.8662 -3.0341 1.4011 -0.346
C -1.5668 -4.1475 2.1746 -0.031
C -0.6342 -3.7720 3.0820 -0.060
N -0.2768 -2.4523 2.7822 -0.427
C 0.4280 -1.5658 3.7183 -0.444
C -1.1529 -1.9593 1.8194 0.167
Se -1.2368 -0.2292 1.1801 -0.195
H -2.4268 -2.8515 -0.6222 0.225
H -3.5039 -2.0410 0.5411 0.248
H -3.5250 -3.8257 0.4163 0.245
H -2.0820 -5.0808 2.0101 0.267
H -0.1533 -4.2957 3.8875 0.266
H 1.1112 -2.1992 4.3168 0.247
H 1.0252 -0.7933 3.1871 0.240
H -0.2945 -1.0429 4.3724 0.262
```

Values from the calculation:
HOMO energy (spin up / spin down) = -14.375 / -13.652 eV
Gap between HOMO and LUMO (spin up / spin down) = 7.91 / 5.30 eV
Total charge = +2
⟨S²⟩ = 12.01
E_LUMO (spin up / spin down) = -6.47 / -8.36 eV
Energy relative to the best compared isomer or geometry (same formula, charge and spin) = 0.0 kJ/mol
Spin multiplicity = 7
Calculated total energy = -130292.672 eV

=====

(8)
C10H20F6O5Si2 in the gas phase. Source: the OMol25 dataset; level of theory: ωB97M-V/def2-TZVPD.

Geometry as XYZ:
```
43
Properties=species:S:1:pos:R:3:nbo_charge:R:1
C -1.5339 0.2181 3.4390 -0.251
O -1.6229 0.8721 2.2142 -0.894
Si -1.3723 0.0235 0.7913 2.338
C -2.4515 0.7411 -0.6389 -0.928
C -3.2119 -0.2490 -1.4688 -0.480
C -2.4089 -0.7834 -2.6743 0.984
F -1.3869 -1.4928 -2.1761 -0.333
F -3.2064 -1.6245 -3.3675 -0.323
F -1.9546 0.2505 -3.4293 -0.332
O -1.7788 -1.6003 0.9259 -0.913
C -0.7930 -2.5906 0.8856 -0.247
O 0.1543 0.2295 0.2671 -1.320
Si 1.3779 1.0946 -0.3785 2.339
C 2.6186 1.4349 0.9845 -0.941
C 3.3777 0.2158 1.4591 -0.472
C 2.5295 -0.6081 2.4509 0.982
F 3.3945 -1.1994 3.3153 -0.331
F 1.8710 -1.5124 1.7475 -0.321
F 1.7016 0.2197 3.0982 -0.328
O 0.7883 2.4701 -1.0934 -0.900
C 0.7215 2.5298 -2.4732 -0.247
O 2.1436 0.1299 -1.4870 -0.902
C 1.2448 -0.7502 -2.0984 -0.274
H -0.4650 0.0494 3.5518 0.178
H -1.9337 0.8449 4.2410 0.186
H -2.0307 -0.7680 3.4775 0.175
H -3.1134 1.2799 0.0587 0.248
H -1.9136 1.4794 -1.2608 0.248
H -4.1253 0.1844 -1.8842 0.221
H -3.4087 -1.1560 -0.8428 0.242
H -0.4058 -2.7088 -0.1247 0.174
H 0.0297 -2.3216 1.5797 0.185
H -1.2499 -3.5379 1.2033 0.183
H 3.3375 2.1276 0.5434 0.251
H 2.0028 1.8454 1.7948 0.257
H 4.2848 0.4388 2.0379 0.224
H 3.6224 -0.4657 0.6506 0.235
H -0.1023 1.8858 -2.8434 0.170
H 0.5416 3.5585 -2.8229 0.186
H 1.7044 2.1803 -2.8416 0.180
H 1.7014 -1.7381 -2.2123 0.182
H 0.3277 -0.7920 -1.4987 0.199
H 0.9941 -0.4053 -3.1003 0.170
```

Values from the calculation:
HOMO energy = -10.198 eV
Gap between HOMO and LUMO = 11.02 eV
E_LUMO = 0.82 eV
Energy relative to the best compared isomer or geometry (same formula, charge and spin) = 22.1 kJ/mol
Calculated total energy = -52999.616 eV

=====

Q: The highest calculated total energy belongs to which entry?
A: C10H19NO3